158
Properties=species:S:1:pos:R:3:forces:R:3 method="wB97M-V/def2-TZVPD" energy_ev=-154647.848 lumo_ev="-1.83 / -4.91" relative_energy_ev=0.071 homo_ev="-10.1 / -10.1" spin_multiplicity=2 total_charge=+1
Ag -2.2381 -1.5908 1.7114 0.096 -0.039 -0.760
Br -1.6851 0.2101 -0.0287 0.452 -0.071 0.205
O -3.8178 -2.0498 0.5237 -1.094 -0.354 0.899
H -3.7902 -2.7350 -0.1608 0.554 -0.526 -0.508
H -4.5324 -1.3286 0.3233 0.862 -0.081 0.020
O -0.7502 -1.9764 -4.4441 0.440 0.561 2.378
H -0.4114 -1.8238 -3.4683 -0.394 -0.367 -2.771
H -0.6008 -2.9052 -4.6414 0.097 -0.008 0.100
O 0.9883 -1.1697 -2.3629 0.126 -0.767 -0.336
H 0.5061 -0.7545 -1.6564 -0.365 0.388 0.633
H 1.4863 -0.4417 -2.7724 -0.036 0.321 0.134
O -4.9830 -0.1228 -0.1007 2.810 1.498 -1.818
H -5.6260 0.4325 0.2635 -1.680 1.270 0.846
H -4.2177 0.5512 -0.4896 -2.416 -2.113 0.523
C 5.7005 0.3952 -1.6304 -0.290 0.342 -0.647
O 4.3509 0.6759 -1.3943 -1.428 -0.239 0.108
C 3.9101 1.8930 -1.9725 1.641 0.794 0.755
C 2.4432 2.2206 -1.8228 0.150 -1.037 1.225
N 1.7575 1.5500 -2.9099 -0.191 -0.308 1.072
C 0.4250 2.0509 -3.1091 -0.272 -1.206 -1.761
C 0.0132 1.6673 -4.5610 -0.710 -1.833 1.500
O -1.3931 1.8232 -4.7417 1.529 -0.051 -0.391
C -1.5968 1.7709 -6.1542 -1.199 2.747 2.290
H 5.8543 0.0467 -2.6593 0.192 0.268 0.039
H 5.9475 -0.3838 -0.9677 0.344 -1.220 0.742
H 6.3627 1.2170 -1.3632 0.030 0.425 -0.276
H 4.0912 1.8881 -3.0384 0.505 -0.011 -0.572
H 4.6159 2.6117 -1.5117 -0.705 0.538 -0.393
H 2.2093 3.2970 -1.8031 0.463 -0.041 -0.101
H 2.1048 1.8233 -0.8273 0.046 0.216 -0.756
H 2.3285 1.5511 -3.7286 0.119 0.345 -0.664
H 0.3791 3.1052 -2.8922 -0.196 0.755 -0.287
H -0.2546 1.5558 -2.4324 -0.367 -0.247 0.370
H 0.1452 0.5525 -4.7654 0.613 1.153 0.592
H 0.6267 2.1945 -5.2805 -0.056 0.567 -0.351
H -1.2400 0.9697 -6.6847 1.000 -2.383 -0.818
H -1.1625 2.6819 -6.4980 0.356 0.680 -0.984
H -2.6424 1.8751 -6.1968 -1.435 -0.134 -0.821
C -3.0930 -4.4032 2.9854 -0.019 -0.075 0.169
O -1.9721 -3.8892 2.3237 2.454 -0.025 0.393
C -0.7650 -4.0182 3.1450 0.776 -0.504 -0.530
C 0.1084 -2.8082 2.8737 1.969 -0.546 -2.021
N -0.6203 -1.5950 3.0621 -1.574 0.709 0.584
C 0.0801 -0.2785 3.0577 0.124 -0.532 -0.570
C -0.7789 0.6586 3.8445 -0.031 1.019 0.696
O -2.1388 0.6855 3.4827 -0.387 0.667 0.354
C -2.8498 1.3599 4.5661 0.383 -1.341 -0.624
H -2.8898 -5.4134 3.4044 -0.523 0.487 -0.587
H -3.8675 -4.2788 2.2422 -0.580 -0.734 0.126
H -3.2746 -3.7001 3.7767 -0.644 0.023 0.939
H -0.1813 -4.9232 2.8499 -0.616 0.457 0.114
H -0.9879 -4.1379 4.2202 -0.348 0.262 -0.342
H 0.5867 -2.9154 1.8478 -1.000 0.429 0.844
H 0.9962 -2.6447 3.4604 0.545 -1.092 0.826
H -1.1255 -1.8135 3.9475 0.445 1.187 -0.416
H 0.2286 0.0103 1.9830 -0.058 -0.162 1.090
H 1.0497 -0.3082 3.5981 -0.327 -0.270 -0.456
H -0.3397 1.6833 3.8858 -0.213 -0.536 -0.294
H -0.7975 0.3091 4.8745 0.553 -0.182 0.496
H -2.4167 2.3264 4.7560 0.169 0.522 -0.014
H -2.7342 0.7402 5.4806 -0.365 0.353 -0.371
H -3.8787 1.4578 4.2436 -0.123 -0.045 0.143
C -7.2722 5.5028 -3.8017 0.357 0.282 -0.739
O -6.1895 5.0185 -3.0408 -0.266 -0.544 -0.380
C -6.0008 5.8395 -1.9309 1.434 -1.009 0.559
C -4.9004 5.2747 -1.0661 -0.383 1.233 0.569
N -5.2173 4.0186 -0.4164 1.762 -0.507 -0.194
C -3.9500 3.2392 -0.3132 -0.136 -0.084 3.036
C -3.4102 2.7160 -1.6177 -1.382 1.150 -0.386
O -4.0893 1.5247 -1.9050 0.514 -0.524 0.206
C -4.0142 1.0174 -3.2259 1.039 -0.647 -0.987
H -7.3949 4.9270 -4.7178 0.029 -0.365 0.266
H -7.0148 6.5009 -4.1335 -0.139 0.563 -0.108
H -8.2064 5.5570 -3.2501 -0.153 -0.199 0.233
H -6.8720 5.8760 -1.3542 -1.738 0.338 0.888
H -5.6664 6.8188 -2.1889 -0.053 1.054 -0.550
H -4.7270 6.0130 -0.2485 0.203 -0.309 -0.634
H -4.0392 5.2443 -1.7329 0.452 -0.070 0.191
H -5.6686 3.4461 -1.0803 -1.552 -0.506 -1.015
H -4.1394 2.4887 0.5368 0.487 0.415 -1.553
H -3.2018 3.8821 0.1526 0.111 0.197 -0.092
H -2.3407 2.6606 -1.6570 0.716 -0.462 0.056
H -3.7324 3.5036 -2.3308 0.413 -0.563 -0.253
H -4.7989 0.2609 -3.2693 0.023 0.104 -0.192
H -3.0161 0.5210 -3.5897 -1.540 1.077 1.225
H -4.2284 1.8502 -3.9100 -0.030 -0.293 -0.057
C 6.3217 8.8419 1.3279 -0.419 2.436 0.241
O 5.5560 7.9666 0.5615 0.411 -1.040 0.727
C 5.9201 6.6327 0.9901 1.028 0.744 -2.486
C 5.0383 5.6492 0.2046 1.199 0.948 -1.084
N 3.6331 5.7236 0.4772 -0.711 -0.813 1.157
C 2.8466 6.7479 -0.1468 1.079 1.357 -1.100
C 1.4048 6.5661 0.1039 -0.954 0.663 0.961
O 0.8741 5.5042 -0.6269 0.614 -0.998 -1.177
C -0.5270 5.5211 -0.7409 0.907 0.362 1.710
H 6.2843 9.8887 0.9145 -0.087 -1.094 0.048
H 7.3762 8.5870 1.4259 0.145 -0.358 -0.199
H 5.8931 8.9296 2.3288 0.128 -0.116 0.261
H 5.8878 6.4489 2.0237 -0.791 0.237 1.766
H 7.0569 6.6220 0.7973 -1.484 -0.906 -0.326
H 5.4194 4.6542 0.4354 -0.158 -0.125 -0.270
H 5.2073 5.9290 -0.8696 0.204 -0.601 0.454
H 3.1587 4.8464 0.2689 0.465 0.054 0.158
H 2.9667 6.7257 -1.2532 0.168 0.211 0.205
H 3.1448 7.7747 0.1907 -0.127 -0.995 -0.170
H 0.8807 7.4999 -0.1413 -0.010 -0.057 -0.024
H 1.2695 6.3651 1.1754 -0.203 0.131 0.107
H -0.8550 6.2734 -1.4237 -0.363 1.003 -0.227
H -0.8656 5.6556 0.3025 -0.812 0.058 -0.584
H -0.8525 4.6001 -1.1453 -0.250 -1.214 -0.195
C 2.9705 -1.6874 0.5286 1.636 -0.688 0.679
O 3.2463 -2.4130 1.7231 0.386 -0.669 0.717
C 4.4865 -3.1208 1.6906 0.392 0.544 -1.432
C 4.9312 -3.6220 3.0669 -0.966 1.465 -0.413
N 3.9984 -4.4788 3.7322 -1.915 1.694 0.965
C 3.7011 -5.6940 3.0856 -0.039 -1.569 -1.574
C 3.0388 -6.6697 4.0231 0.489 0.212 -0.933
O 1.8220 -6.0984 4.3932 -1.058 -1.775 1.240
C 1.3389 -6.9287 5.4847 0.630 2.064 1.050
H 2.9904 -2.3658 -0.3160 0.359 0.039 -0.511
H 3.6795 -0.8370 0.4457 -0.619 -0.401 -0.334
H 1.9670 -1.4147 0.6437 -1.478 1.052 -0.025
H 5.2475 -2.4409 1.2245 -0.213 -0.338 0.656
H 4.4415 -3.9556 0.9459 -0.279 0.258 0.543
H 5.1283 -2.7592 3.7264 0.047 -0.299 -0.290
H 5.8253 -4.1613 2.9104 1.279 -0.542 -0.070
H 3.1111 -3.9324 3.8762 1.200 -0.857 -0.011
H 4.6158 -6.1584 2.7844 1.114 -0.339 0.002
H 3.2013 -5.6527 2.0738 -0.339 0.306 0.939
H 3.6299 -6.7639 4.9178 0.682 0.026 0.430
H 2.9669 -7.7087 3.6125 -0.312 0.704 -0.066
H 0.4187 -6.4215 5.8227 0.214 -0.856 -0.079
H 2.0830 -6.9424 6.3413 -0.664 0.546 -0.768
H 1.2933 -7.9765 5.2580 -0.737 -0.505 -0.735
C 0.3946 -8.1710 1.4843 0.350 -0.971 -1.169
O -0.0353 -6.9962 0.7920 1.453 0.229 0.609
C 0.9933 -6.4514 -0.0317 -1.176 -0.197 -1.840
C 0.6716 -5.0218 -0.4161 -1.262 -0.259 -0.355
N -0.7437 -4.9651 -0.8697 0.552 -0.083 -0.370
C -1.1177 -3.7527 -1.5477 0.270 0.736 -0.931
C -2.5063 -3.8092 -2.2425 1.505 0.061 1.420
O -3.4576 -3.9772 -1.1956 -0.068 0.375 0.229
C -4.6878 -4.4675 -1.6760 1.426 -1.578 -2.331
H 1.2524 -8.0728 2.2242 -0.916 0.346 -1.039
H 0.6407 -8.9847 0.7032 -0.103 1.078 1.214
H -0.4944 -8.4924 2.0019 -0.130 -0.288 0.389
H 1.0586 -7.0127 -1.0050 -0.183 0.077 0.851
H 1.9643 -6.4628 0.3909 0.996 -0.297 0.946
H 1.3667 -4.7430 -1.2354 -0.584 -0.023 0.272
H 0.8715 -4.3413 0.4115 0.056 0.205 0.280
H -1.4209 -5.2182 -0.1615 0.367 -0.050 0.213
H -0.3364 -3.5898 -2.3220 -0.554 0.058 0.308
H -1.0893 -2.8466 -0.9140 -0.038 -0.016 0.073
H -2.5169 -4.7362 -2.7855 -0.093 -0.258 -0.930
H -2.6908 -2.8904 -2.8331 -0.017 -0.595 0.123
H -4.5054 -5.5266 -2.0913 -0.517 1.231 0.828
H -4.9826 -3.8884 -2.5713 -0.433 0.031 0.641
H -5.3535 -4.4650 -0.8577 -1.062 -0.004 0.577